This record from OMol25 describes a structure of composition C4H7O2Rb at a distorted geometry. The level of theory is ωB97M-V with the def2-TZVPD basis set.

* 2S+1: 2
* charge: -1
* energy relative to the best compared isomer or geometry (same formula, charge and spin): 44.91 kcal per mole
* HOMO-LUMO gap (alpha / beta): 3.34 / 5.30 eV

CARTESIAN COORDINATES (ANGSTROEM)
O1 2.529 0.574 1.537
C1 1.653 -0.276 1.236
C2 1.040 -0.446 -0.029
H1 0.867 -1.500 -0.286
H2 1.307 -0.956 2.042
H3 1.513 0.085 -0.864
Rb1 5.314 2.638 1.101
C3 -1.908 -0.183 -1.389
C4 -1.125 0.196 -0.271
O2 -2.931 -1.113 -1.180
H4 -2.307 0.674 -1.956
H5 -1.474 -0.153 0.717
H6 -0.954 1.277 -0.197
H7 -3.525 -0.817 -0.461

Cartesian forces (eV/Å) of the 2 atoms listed first:
O -0.2 0.2 0.2
C 0.4 0.4 -0.7

=====

This record from OMol25 describes a structure of composition C2H4NOS at a distorted geometry. The level of theory is ωB97M-V with the def2-TZVPD basis set.

* charge: -1
* energy relative to the best compared isomer or geometry (same formula, charge and spin): 44.73 kcal per mole
* HOMO-LUMO gap: 6.07 eV

CARTESIAN COORDINATES (ANGSTROEM)
C1 0.311 0.384 0.387
C2 -0.037 0.186 -1.141
N1 -0.793 -0.259 0.998
O1 -0.396 -1.031 2.274
S1 -1.177 -1.207 -0.573
H1 1.204 -0.236 0.480
H2 0.540 1.403 0.902
H3 -0.533 0.893 -1.695
H4 0.882 -0.133 -1.631

Cartesian forces (eV/Å) of the 2 atoms listed first:
C 1.3 1.2 -0.2
C 0.9 -2.2 2.6

=====

This record from OMol25 describes a structure of composition C50H55AsCrN5O7S3. The level of theory is ωB97M-V with the def2-TZVPD basis set.

* 2S+1: 5
* charge: -1
* energy relative to the best compared isomer or geometry (same formula, charge and spin): 4.09 kcal per mole
* HOMO-LUMO gap (alpha / beta): 4.32 / 6.02 eV

CARTESIAN COORDINATES (ANGSTROEM)
Cr1 0.811 0.087 -0.062
S1 -0.921 -2.844 4.434
C1 -1.736 -3.433 5.828
C2 -2.989 -2.916 5.928
C3 -3.302 -2.026 4.866
C4 -2.280 -1.877 3.959
C5 -2.254 -1.046 2.769
C6 -1.133 -1.011 1.965
N1 -1.013 -0.255 0.866
C7 -2.131 0.420 0.431
C8 -3.304 0.493 1.209
C9 -4.395 1.265 0.690
C10 -4.330 1.874 -0.524
C11 -3.168 1.759 -1.337
C12 -3.035 2.343 -2.605
C13 -1.871 2.185 -3.321
C14 -0.848 1.384 -2.747
N2 -0.946 0.814 -1.578
C15 -2.079 1.011 -0.845
C16 -1.658 2.814 -4.624
C17 -2.449 3.732 -5.266
C18 -1.937 4.126 -6.526
C19 -0.763 3.503 -6.824
S2 -0.267 2.451 -5.572
C20 -3.358 -0.211 2.421
H1 -1.248 -4.131 6.487
H2 -3.671 -3.163 6.729
H3 -4.255 -1.529 4.764
H4 -0.243 -1.580 2.212
H5 -5.296 1.337 1.289
H6 -5.172 2.447 -0.895
H7 -3.859 2.924 -3.004
H8 0.083 1.218 -3.271
H9 -3.362 4.125 -4.843
H10 -2.413 4.846 -7.175
H11 -0.151 3.627 -7.701
H12 -4.262 -0.192 3.014
O1 0.614 4.758 -0.074
As1 1.269 3.237 -0.806
O2 0.886 3.376 -2.383
O3 0.507 2.104 0.174
C21 3.158 3.566 -0.453
C22 3.524 4.735 0.209
C23 4.863 5.072 0.354
C24 5.847 4.256 -0.183
C25 5.490 3.093 -0.846
C26 4.154 2.747 -0.973
S3 3.751 1.181 -1.738
O4 4.764 0.260 -1.268
O5 3.687 1.368 -3.159
O6 2.428 0.965 -1.094
H13 0.151 5.172 -0.811
H14 2.752 5.385 0.597
H15 5.135 5.978 0.883
H16 6.892 4.519 -0.075
H17 6.241 2.424 -1.245
C27 -0.465 -1.819 -5.062
N3 0.510 -2.533 -4.273
C28 0.504 -3.973 -4.355
C29 1.183 -1.904 -3.278
O7 1.093 -0.725 -3.016
H18 -1.460 -2.250 -4.918
H19 -0.214 -1.863 -6.125
H20 -0.478 -0.779 -4.744
H21 -0.425 -4.387 -3.948
H22 1.340 -4.374 -3.783
H23 0.609 -4.296 -5.394
H24 1.819 -2.585 -2.702
C30 -0.154 3.846 2.638
N4 -0.299 2.807 3.689
C31 -1.608 2.892 4.374
C32 -0.104 1.432 3.092
C33 1.352 1.079 2.942
C34 2.171 1.350 4.043
C35 3.537 1.148 3.997
C36 4.076 0.641 2.825
C37 3.247 0.302 1.766
C38 1.853 0.479 1.771
H25 -0.052 4.823 3.106
H26 -1.031 3.809 1.997
H27 0.709 3.595 2.036
H28 0.451 2.955 4.366
H29 -2.377 2.603 3.658
H30 -1.770 3.911 4.720
H31 -1.619 2.194 5.209
H32 -0.600 1.479 2.129
H33 -0.637 0.740 3.744
H34 1.739 1.705 4.980
H35 4.160 1.381 4.851
H36 5.144 0.489 2.731
H37 3.735 -0.099 0.893
C39 -2.583 -5.244 1.458
C40 -2.124 -4.196 0.476
C41 -2.992 -3.691 -0.480
C42 -2.547 -2.702 -1.357
C43 -3.494 -2.070 -2.343
C44 -1.243 -2.253 -1.272
C45 -0.343 -2.687 -0.278
C46 -0.828 -3.700 0.570
N5 0.883 -2.046 -0.138
C47 2.024 -2.914 0.254
C48 3.290 -2.333 -0.383
C49 1.929 -4.356 -0.291
C50 2.218 -3.003 1.779
H38 -3.669 -5.345 1.447
H39 -2.278 -4.984 2.474
H40 -2.153 -6.222 1.225
H41 -4.017 -4.046 -0.529
H42 -4.077 -2.819 -2.884
H43 -2.956 -1.458 -3.068
H44 -4.199 -1.413 -1.825
H45 -0.921 -1.471 -1.940
H46 -0.218 -4.067 1.382
H47 3.419 -2.690 -1.406
H48 4.187 -2.617 0.174
H49 3.257 -1.256 -0.441
H50 1.475 -4.366 -1.283
H51 1.354 -5.031 0.339
H52 2.939 -4.764 -0.371
H53 2.419 -2.026 2.207
H54 3.063 -3.657 2.015
H55 1.335 -3.412 2.275

Cartesian forces (eV/Å) of the 2 atoms listed first:
Cr -0.2 0.3 0.4
S 0.0 0.0 0.0

=====

This record from OMol25 describes a structure of composition C6H8N at a distorted geometry. The level of theory is ωB97M-V with the def2-TZVPD basis set.

* charge: +1
* energy relative to the best compared isomer or geometry (same formula, charge and spin): 132.91 kcal per mole
* HOMO-LUMO gap: 10.72 eV

CARTESIAN COORDINATES (ANGSTROEM)
C1 -1.835 -0.043 0.091
C2 -1.341 1.181 0.276
C3 0.474 -1.369 0.199
C4 -0.619 -0.695 -0.631
C5 0.988 0.040 0.704
C6 -0.069 0.749 -0.142
N1 1.364 1.020 -0.388
H1 -2.719 -0.659 0.196
H2 -1.799 2.010 0.759
H3 0.097 -2.139 0.932
H4 1.189 -1.797 -0.525
H5 -0.707 -0.868 -1.661
H6 1.456 0.273 1.549
H7 1.912 1.775 -0.149
H8 1.607 0.523 -1.208

Cartesian forces (eV/Å) of the 2 atoms listed first:
C -0.1 -1.9 -1.5
C -2.7 0.2 0.5

=====

This record from OMol25 describes a cluster of 4 separate species, C14H29Cl2N2O3S4 in total at a distorted geometry. The level of theory is ωB97M-V with the def2-TZVPD basis set.

* charge: -1
* HOMO-LUMO gap: 5.08 eV

CARTESIAN COORDINATES (ANGSTROEM)
C1 -2.217 4.007 -2.090
C2 -1.049 3.064 -1.354
N1 0.066 3.739 -0.925
C3 -1.263 1.410 -1.222
C4 -1.936 0.963 0.199
N2 -2.865 -0.211 -0.176
C5 -4.169 0.096 0.137
S1 -5.859 0.437 0.001
C6 -0.893 0.325 1.272
Cl1 0.899 0.664 1.000
C7 -1.272 1.015 2.748
C8 -0.798 2.586 2.852
Cl2 -0.218 0.089 4.015
H1 -1.780 5.114 -2.185
H2 -2.362 3.635 -3.201
H3 -3.209 4.074 -1.475
H4 0.735 3.049 -0.521
H5 -0.313 0.804 -1.548
H6 -2.083 1.170 -2.057
H7 -1.100 -0.830 1.408
H8 -2.403 0.862 3.004
H9 -1.714 3.223 3.273
H10 0.080 2.772 3.639
H11 -0.508 3.081 1.832
C9 -2.953 -5.311 -1.887
S2 -4.346 -4.159 -1.948
O1 -5.332 -4.696 -2.942
C10 -3.443 -2.813 -2.751
H12 -3.297 -6.252 -1.451
H13 -2.577 -5.498 -2.896
H14 -2.160 -4.893 -1.263
H15 -3.037 -3.153 -3.707
H16 -2.634 -2.476 -2.098
H17 -4.135 -1.986 -2.925
C11 4.913 3.503 -0.113
S3 4.008 2.326 0.920
O2 2.598 2.824 1.042
C12 4.863 2.732 2.462
H18 4.516 3.451 -1.129
H19 4.784 4.517 0.274
H20 5.973 3.238 -0.126
H21 4.737 3.793 2.691
H22 5.924 2.492 2.366
H23 4.429 2.135 3.267
C13 2.779 -4.679 0.858
S4 1.385 -3.527 0.798
O3 0.400 -4.064 -0.197
C14 2.289 -2.181 -0.005
H24 2.434 -5.619 1.295
H25 3.155 -4.866 -0.151
H26 3.572 -4.261 1.483
H27 2.694 -2.520 -0.961
H28 3.097 -1.843 0.647
H29 1.597 -1.354 -0.179

Cartesian forces (eV/Å) of the 2 atoms listed first:
C 1.3 0.3 0.1
C 2.5 1.5 0.9

=====

This record from OMol25 describes the ion HO with charge -1 at a distorted geometry. The level of theory is ωB97M-V with the def2-TZVPD basis set.

* charge: -1
* energy relative to the best compared isomer or geometry (same formula, charge and spin): 3.02 kcal per mole
* HOMO-LUMO gap: 8.33 eV
* SMILES: [OH-]

CARTESIAN COORDINATES (ANGSTROEM)
O1 -0.097 0.125 0.420
H1 0.097 -0.125 -0.420

Force components x, y, z for each atom (eV/Å):
O -0.9 1.2 4.0
H 0.9 -1.2 -4.0

=====

In eV, the electronic energy values for the records above are, in order, -9007.635; -16508.216; -196294.651; -7829.925; -92489.269; -2062.666.